1.
Computed, not measured: CH7BInO2 as an isolated structure, with wB97M-V/def2-TZVPD.

Total charge ... -1
ΔE to the lowest compared entry with this formula, charge and spin ... 0.0 kJ/mol

Cartesian coordinates (Å):
O -1.7391 0.1536 1.0178
B -0.7876 -0.8137 0.7798
O -1.0458 -2.0067 1.4763
C 0.4228 -0.6618 -0.1984
In 0.7019 1.3369 -1.1322
H -1.3771 1.0334 0.8780
H -0.2148 -2.3780 1.7768
H 0.3263 -1.4574 -0.9454
H 1.3403 -0.8739 0.3688
H -0.8638 2.0802 -1.5119
H 1.7073 1.2266 -2.5878
H 1.5296 2.3608 0.0782

2.
Computed, not measured: a 2-piece molecular cluster, CH7BrN3 overall, with wB97M-V/def2-TZVPD.

Total charge ... +1
ΔE to the lowest compared entry with this formula, charge and spin ... 229.5 kJ/mol

Cartesian coordinates (Å):
C -0.7429 0.6342 0.3084
N -0.3586 -0.5115 -0.0367
N -2.3867 0.8825 0.2532
N 2.2082 -0.8766 -0.2718
Br -2.8227 2.4878 1.1270
H -0.3838 1.4559 1.0439
H -0.8528 -1.1499 -0.7221
H 0.7944 -0.7069 -0.1779
H -2.9135 0.6453 -0.6029
H 2.6267 -0.0555 0.1898
H 2.3659 -1.0107 -1.2884
H 2.4658 -1.7945 0.1775

3.
Computed, not measured: a 2-piece molecular cluster, CH7Cl3N2P overall, with wB97M-V/def2-TZVPD.

Total charge ... +1

Cartesian coordinates (Å):
N 3.0685 -1.3033 0.8425
P 2.1288 -0.1523 0.4970
N 0.3791 -0.6921 0.5714
H 3.6753 -1.5328 0.0649
H 2.2102 0.4136 -0.7745
H 2.0584 0.8740 1.4308
H -0.0078 -0.8655 -0.3590
H -0.2347 -0.0151 1.0380
H 0.3524 -1.5795 1.0756
C -2.8429 0.9749 -0.8824
Cl -2.2823 -0.6088 -1.4484
Cl -2.2053 1.3005 0.7461
Cl -2.3792 2.2408 -1.9916
H -3.9204 0.9456 -0.8103

4.
Computed, not measured: an isolated ion of composition CH7ClN2P and charge +1, with wB97M-V/def2-TZVPD.

Total charge ... +1
SMILES ... C[P@](N)(=[NH2+])Cl
ΔE to the lowest compared entry with this formula, charge and spin ... 32.7 kJ/mol

Cartesian coordinates (Å):
C 0.9340 -0.2264 -1.1103
P -0.0823 -0.0080 0.3696
N -1.2745 -1.1298 0.2935
N -0.5336 1.5501 0.4001
Cl 1.2809 -0.0143 2.2901
H 1.7200 -0.9105 -0.9606
H 1.5228 0.5893 -1.3425
H 0.5753 -0.6381 -2.1112
H -0.9241 -2.0385 0.0549
H -1.8115 -1.2347 1.1331
H -0.8510 1.8731 1.2889
H -0.5561 2.1877 -0.3055

| no. | maximum force (eV/Å) | HOMO energy (eV) |
| --- | --- | --- |
| 1 | 0.66 | -4.64 |
| 2 | 7.75 | -13.33 |
| 3 | 1.00 | -14.47 |
| 4 | 4.24 | -15.65 |